# 1
A 7-piece molecular cluster, C20H40N9O14 overall in a non-equilibrium geometry. Source: the OMol25 dataset; level of theory: ωB97M-V/def2-TZVPD.

Summary:
**Calculated total energy**: -2331.31186 a.u.
**Highest occupied orbital energy**: -11.5 eV
**Charge**: +1

XYZ file:
```
83
Properties=species:S:1:pos:R:3:forces:R:3
C 0.4353 -3.0569 0.3096 0.5 0.2 -0.1
C 1.5485 -2.5381 0.8948 -0.5 0.2 -0.4
C 1.4139 -1.5112 2.0137 -0.6 0.5 -1.9
C 0.5159 -0.3762 1.5106 0.4 0.3 0.1
C 0.7458 0.1633 0.2436 0.0 0.0 0.2
C -0.0387 1.2052 -0.2056 0.4 -0.2 0.0
C -1.0318 1.6831 0.6378 -0.2 0.2 -0.2
N -1.2821 1.1859 1.8424 0.1 0.1 0.0
C -0.5082 0.1878 2.2568 0.0 -0.3 0.2
C 0.8067 -2.3120 3.1945 0.5 -0.6 0.5
O 1.4185 -2.0400 4.4339 0.0 0.5 -0.3
C 2.7438 -2.5099 4.3996 0.2 0.1 0.5
C 3.6091 -1.8406 3.3157 0.2 -1.0 -0.1
N 2.8410 -1.0058 2.3164 -0.1 0.6 0.7
C 2.9636 0.4582 2.6719 0.4 0.2 0.2
C 2.2792 0.8872 3.9543 0.1 0.6 0.3
O 3.1301 0.4757 5.0257 -0.1 -0.1 -0.2
C 2.0994 2.4242 3.9670 -0.1 0.1 0.3
N 0.7676 2.8521 4.4021 0.2 0.0 -0.1
H 0.2552 -4.1283 0.3364 0.7 -0.1 -1.5
H -0.2767 -2.4133 -0.1996 -1.0 0.1 1.4
H 2.5379 -2.8632 0.5779 0.0 -1.2 1.4
H 1.5446 -0.2301 -0.3775 -0.1 0.0 -0.1
H 0.1354 1.6307 -1.1838 -0.2 0.1 0.0
H -1.6557 2.5045 0.3045 -0.1 0.0 0.1
H -0.7246 -0.1994 3.2473 -0.1 0.1 0.0
H 0.9257 -3.3792 2.9852 0.0 0.0 -0.1
H -0.2596 -2.1273 3.2817 0.0 0.1 -0.1
H 2.7604 -3.5979 4.2780 -0.1 0.0 -0.2
H 3.1884 -2.2783 5.3650 -0.1 0.0 0.0
H 4.1195 -2.6206 2.7486 -0.1 0.0 -0.1
H 4.3776 -1.2374 3.7853 -0.2 0.3 -0.2
H 3.3327 -1.1128 1.4324 0.0 0.1 0.0
H 2.6806 1.0771 1.8261 -0.4 -0.3 0.0
H 4.0307 0.6362 2.8275 0.0 -0.1 -0.1
H 1.3015 0.4282 4.0981 0.0 -0.1 -0.2
H 2.7418 0.7980 5.8470 0.1 -0.1 0.0
H 2.3473 2.8713 3.0008 0.0 -0.1 -0.1
H 2.8411 2.8108 4.6725 0.1 0.0 -0.1
H 0.1424 2.0761 4.5631 -0.1 0.0 -0.1
H 0.3420 3.4737 3.7313 -0.1 0.0 0.0
C -2.8098 4.7560 -2.8587 -0.2 0.0 -0.1
N -2.0125 3.5498 -2.5090 0.0 0.0 0.0
O -2.5879 2.4924 -2.3805 0.0 0.0 0.0
O -0.8094 3.6972 -2.3690 0.0 0.0 0.1
H -3.8530 4.4732 -2.9511 0.3 0.0 0.0
H -2.6612 5.4791 -2.0618 0.1 0.0 0.0
H -2.4174 5.1385 -3.7973 0.1 0.1 0.0
C 2.4395 -7.3877 0.2339 -0.2 0.2 -0.1
N 2.1534 -6.0900 0.9048 0.1 -0.1 0.0
O 1.1385 -5.9918 1.5631 0.0 0.0 0.0
O 2.9626 -5.1913 0.7616 0.1 -0.1 0.0
H 1.6363 -8.0723 0.4573 0.0 0.0 0.1
H 2.5053 -7.1854 -0.8316 0.1 0.0 0.0
H 3.3854 -7.7504 0.6187 0.0 0.0 0.0
C -7.9645 3.4710 -2.5989 -0.1 0.0 -0.1
N -7.0213 4.3263 -3.3667 0.2 0.1 -0.1
O -7.4375 4.9323 -4.3265 -0.2 -0.1 0.0
O -5.8668 4.3702 -2.9812 -0.3 -0.1 0.1
H -8.9395 3.5404 -3.0652 0.0 0.0 0.0
H -7.5777 2.4570 -2.6306 0.1 0.0 0.1
H -7.9817 3.8444 -1.5797 0.1 0.0 0.0
C 2.4307 -12.4495 0.6068 0.1 0.0 0.1
N 2.2813 -11.0215 0.2163 0.0 0.0 0.0
O 2.6778 -10.1689 0.9890 0.1 -0.3 0.1
O 1.7693 -10.7904 -0.8561 0.0 0.0 0.0
H 2.9007 -12.4881 1.5816 0.0 0.0 0.0
H 1.4360 -12.8839 0.6259 0.0 0.0 -0.1
H 3.0436 -12.9278 -0.1509 -0.1 0.0 -0.1
C -5.9421 7.1788 -5.6608 -0.1 0.0 -0.1
N -4.9031 7.9938 -6.3480 0.0 0.0 0.1
O -5.2322 8.6465 -7.3120 0.0 0.0 0.0
O -3.7806 7.9409 -5.8834 0.0 0.0 0.0
H -6.8858 7.3159 -6.1742 0.0 0.0 0.0
H -5.6202 6.1450 -5.7008 0.0 0.0 0.1
H -5.9980 7.5221 -4.6329 0.1 -0.1 0.0
C 1.7381 4.6978 -3.7810 -0.1 -0.1 -0.1
N 2.4233 5.3189 -4.9483 0.0 0.0 0.0
O 2.0353 5.0166 -6.0558 0.0 0.0 0.0
O 3.3281 6.0875 -4.7025 0.0 0.0 0.0
H 0.9613 4.0398 -4.1462 0.0 0.0 -0.1
H 2.4905 4.1484 -3.2232 0.0 0.1 0.0
H 1.3225 5.5000 -3.1801 0.1 0.0 0.0
```
Positions in Å, forces in eV/Å.

---

# 2
C43H49N6OsS2 as an isolated structure. Source: the OMol25 dataset; level of theory: ωB97M-V/def2-TZVPD.

Summary:
**Calculated total energy**: -2883.51869 a.u.
**Highest occupied orbital energy**: -3.0 eV
**Charge**: -1

XYZ file:
```
101
Properties=species:S:1:pos:R:3:forces:R:3
Os 1.1408 -0.1085 0.1031 0.4 -0.2 0.3
C 5.4081 -1.0468 1.9495 0.0 0.0 0.0
C 4.2073 -0.8286 1.0600 0.0 0.0 0.0
S 2.6948 -0.4600 1.8603 0.0 0.0 0.0
C 4.2699 -0.8934 -0.2807 0.0 -0.1 0.0
C 5.5353 -1.1613 -1.0484 0.0 0.0 0.0
S 2.8334 -0.6082 -1.2829 0.1 0.1 -0.3
H 5.1227 -0.9476 2.9964 0.0 0.0 0.0
H 6.1984 -0.3178 1.7476 0.0 0.0 0.0
H 5.8405 -2.0424 1.8129 0.0 0.0 0.0
H 6.3261 -1.5623 -0.4119 0.0 0.0 0.0
H 5.9145 -0.2470 -1.5175 0.0 0.0 0.0
H 5.3544 -1.8737 -1.8569 0.0 0.0 0.0
C 3.0962 3.3343 2.1428 0.0 0.0 0.0
N 1.8686 3.0698 1.4044 0.2 -0.2 0.0
C 2.0634 3.1208 -0.0330 -0.1 0.0 0.0
C 0.9088 2.2903 1.9794 -0.1 0.2 0.0
N 0.2540 1.3490 1.3432 0.0 0.2 0.2
C -1.0268 0.9756 1.8092 -0.1 0.0 -0.1
C -2.0265 1.8711 2.1652 0.0 0.0 0.0
C -3.2615 1.4062 2.5977 0.0 0.0 0.0
C -3.5037 0.0388 2.6556 0.0 0.0 0.0
C -2.5273 -0.8600 2.2467 0.0 0.0 -0.1
C -1.2919 -0.3980 1.8035 -0.1 0.1 -0.1
N -0.2954 -1.1856 1.2075 0.0 -0.4 0.2
C -0.0457 -2.4110 1.6235 -0.1 0.1 0.1
N 0.3838 -3.4117 0.7959 0.4 0.2 0.0
C 1.6777 -4.0165 1.1132 -0.1 0.0 0.0
C 0.1625 -3.3002 -0.6329 -0.1 0.0 0.0
N -0.1897 -2.7926 2.9309 -0.3 0.0 0.1
C -0.6233 -4.1213 3.3037 0.0 0.0 0.0
C -0.0792 -1.8433 4.0129 0.2 -0.1 0.0
N 0.6712 2.6183 3.3093 -0.3 0.1 -0.1
C 0.3330 3.9767 3.6704 0.1 0.0 0.0
C 0.3251 1.6104 4.2808 0.1 0.0 0.0
H 3.3963 4.3751 1.9991 0.0 0.0 0.0
H 3.8902 2.6759 1.7749 0.0 0.0 0.0
H 2.9553 3.1409 3.2012 0.0 0.0 0.0
H 2.6963 3.9869 -0.2419 -0.1 0.0 0.0
H 1.1098 3.2376 -0.5375 -0.1 -0.1 0.0
H 2.5443 2.2136 -0.4123 0.0 0.0 0.0
H -1.8345 2.9341 2.0788 0.0 0.0 0.0
H -4.0390 2.1100 2.8667 0.0 0.0 0.0
H -4.4671 -0.3301 2.9852 0.0 0.0 0.0
H -2.7304 -1.9251 2.2299 0.0 0.0 0.0
H 1.8471 -4.0156 2.1872 0.0 0.0 0.0
H 2.4739 -3.4324 0.6375 0.0 0.0 0.0
H 1.7006 -5.0438 0.7434 0.0 0.0 0.0
H -0.8281 -2.9013 -0.8207 -0.1 0.0 0.0
H 0.2316 -4.3036 -1.0602 0.0 0.0 0.0
H 0.8988 -2.6415 -1.0978 0.0 0.0 -0.1
H -0.7583 -4.7281 2.4135 0.0 0.0 0.0
H -1.5734 -4.0674 3.8485 0.0 0.0 0.0
H 0.1129 -4.6035 3.9543 0.0 0.0 0.0
H 0.6253 -1.0694 3.7189 -0.1 -0.1 0.0
H 0.3343 -2.3607 4.8819 0.0 0.0 0.0
H -1.0385 -1.3937 4.2897 0.0 0.0 0.0
H 0.5560 4.6445 2.8412 0.0 0.0 0.0
H 0.9073 4.3028 4.5443 0.0 0.0 0.0
H -0.7340 4.0620 3.9163 0.0 0.0 0.0
H 0.8077 0.6773 4.0020 0.0 0.2 0.0
H -0.7545 1.4506 4.3854 0.0 0.0 0.0
H 0.7267 1.9193 5.2508 0.0 0.0 0.0
C -0.8445 1.6528 -1.4951 0.2 0.0 0.2
C -1.2611 2.7868 -1.4520 -0.1 0.1 0.0
C -1.7631 4.1229 -1.3795 0.0 -0.1 0.0
C -0.9773 5.2076 -1.7838 0.0 0.0 0.0
C -1.4717 6.5007 -1.7203 0.0 0.0 0.0
C -2.7559 6.7409 -1.2506 0.0 0.0 0.0
C -3.5424 5.6720 -0.8406 0.0 0.0 0.0
C -3.0534 4.3774 -0.9020 0.0 0.0 0.0
H 0.0222 5.0180 -2.1534 0.0 0.0 0.0
H -0.8493 7.3264 -2.0432 0.0 0.0 0.0
H -3.1414 7.7518 -1.2069 0.0 0.0 0.0
H -4.5459 5.8473 -0.4721 0.0 0.0 0.0
H -3.6647 3.5425 -0.5845 0.0 0.0 0.0
C -0.2891 0.3332 -1.4150 -0.2 0.1 -0.4
C -0.7482 -0.5052 -2.3007 0.3 -0.2 0.2
C -1.1757 -1.4224 -3.1551 -0.2 0.0 -0.1
C -0.4378 -1.6214 -4.4371 0.0 0.1 0.1
C 0.9523 -1.7362 -4.4233 0.0 0.0 0.0
C 1.6677 -1.8554 -5.6055 0.0 0.0 0.0
C 1.0079 -1.8690 -6.8270 0.0 0.0 0.0
C -0.3751 -1.7483 -6.8541 0.0 0.0 0.0
C -1.0889 -1.6224 -5.6712 0.0 0.0 0.0
C -2.3963 -2.2090 -2.8470 0.0 0.0 0.0
C -3.2032 -1.8633 -1.7524 0.0 0.0 0.0
C -4.3427 -2.5835 -1.4447 0.0 0.0 0.0
C -4.7176 -3.6801 -2.2150 0.0 0.0 0.0
C -3.9185 -4.0486 -3.2852 0.0 0.0 0.0
C -2.7716 -3.3273 -3.5949 0.0 -0.1 0.0
H 1.4750 -1.7024 -3.4746 0.0 0.0 0.0
H 2.7477 -1.9325 -5.5670 0.0 0.0 0.0
H 1.5659 -1.9645 -7.7507 0.0 0.0 0.0
H -0.9004 -1.7357 -7.8021 0.0 0.0 0.0
H -2.1656 -1.5032 -5.7020 0.0 0.0 0.0
H -2.9156 -1.0116 -1.1453 0.0 0.0 0.0
H -4.9454 -2.2847 -0.5947 0.0 0.0 0.0
H -5.6195 -4.2334 -1.9840 0.0 0.0 0.0
H -4.1809 -4.9120 -3.8857 0.0 0.0 0.0
H -2.1522 -3.6465 -4.4229 0.0 0.0 0.0
```
Positions in Å, forces in eV/Å.

---

# 3
CH3N4 as an isolated structure in a non-equilibrium geometry. Source: the OMol25 dataset; level of theory: ωB97M-V/def2-TZVPD.

Summary:
**Calculated total energy**: -258.50467 a.u.
**Highest occupied orbital energy**: -16.3 eV
**Charge**: +1

XYZ file:
```
8
Properties=species:S:1:pos:R:3:forces:R:3
C -0.8538 0.3875 -0.0018 -2.5 0.8 0.1
N -2.7080 0.8649 0.0001 1.9 0.9 0.0
N -2.8062 -0.3235 -0.0018 -0.6 -1.1 0.0
N -1.5362 -0.7931 0.0022 1.1 -0.5 0.0
N 0.3778 0.6941 -0.0026 0.7 0.0 0.0
H -1.2413 -1.7689 0.0044 -0.3 0.1 0.0
H 0.6402 1.6778 0.0335 -0.1 -0.1 0.0
H 1.1529 0.0267 -0.0375 -0.2 0.0 0.0
```
Positions in Å, forces in eV/Å.

---

# 4
A 3-piece molecular cluster, C8H9N4O3 overall in a non-equilibrium geometry. Source: the OMol25 dataset; level of theory: ωB97M-V/def2-TZVPD.

Summary:
**Calculated total energy**: -754.55746 a.u.
**Highest occupied orbital energy**: -11.2 eV
**Charge**: +1

XYZ file:
```
24
Properties=species:S:1:pos:R:3:forces:R:3
C -1.0044 -0.3553 3.6877 -0.9 0.4 0.1
C 0.2868 0.1820 3.7402 1.4 0.2 0.3
C -1.5248 -0.7881 2.4199 0.9 0.7 1.7
C 1.0777 0.2210 2.5747 -0.5 0.7 1.4
C -0.7727 -0.7544 1.2879 -0.2 -1.5 -2.6
C 0.5466 -0.2967 1.3779 -1.1 1.3 4.9
C -0.0870 -0.1534 -3.8439 -2.9 0.6 -1.4
C 0.2116 5.0860 2.4554 1.0 -2.5 0.0
N 1.7400 -0.3334 -0.6642 0.3 1.0 3.6
N -0.0948 -0.4895 -2.6313 2.0 -0.1 0.8
N 0.9349 0.2830 -4.5135 1.9 -0.3 -1.0
N 1.3749 -0.1877 0.4060 2.2 -1.4 -7.5
O 0.6046 3.9967 2.5119 0.2 -0.7 0.1
O -0.1554 6.1466 2.3731 -1.2 3.2 -0.1
O -1.2527 -0.6532 -1.9109 -2.6 -0.4 0.4
H -1.7243 -0.3544 4.5951 1.6 -0.1 -1.6
H 0.8415 0.5722 4.6463 -1.4 -0.5 -0.9
H -2.5209 -1.1276 2.4132 -1.0 -0.5 -0.3
H 2.0461 0.7818 2.6215 -0.9 -0.9 -0.3
H -1.0888 -1.1695 0.2641 0.1 0.8 1.8
H 0.7113 -0.4829 -1.9362 -1.3 -0.1 -1.2
H 1.8411 0.0655 -4.0554 -0.1 0.7 -1.3
H 0.8451 0.4715 -5.5579 0.5 -0.6 2.3
H -2.0633 -0.5978 -2.5291 2.2 0.0 0.7
```
Positions in Å, forces in eV/Å.

---

# 5
C52H48N8OS2Se2TeTi as an isolated structure. Source: the OMol25 dataset; level of theory: ωB97M-V/def2-TZVPD.

Summary:
**Calculated total energy**: -9240.02727 a.u.
**Highest occupied orbital energy**: -12.2 eV
**Charge**: +2

XYZ file:
```
115
Properties=species:S:1:pos:R:3:forces:R:3
Ti 0.7371 0.3230 1.4151 0.0 -0.3 0.7
S 4.9315 -3.6711 -0.0040 0.1 0.0 0.0
C 6.4916 -4.3547 -0.1013 0.0 0.1 0.0
C 7.4562 -3.4074 -0.2677 -0.1 -0.1 0.0
C 6.9231 -2.0975 -0.3162 -0.1 -0.1 0.0
C 5.5609 -2.0767 -0.1828 0.1 0.0 -0.1
C 4.6797 -0.9132 -0.1966 -0.2 0.0 0.1
C 3.3584 -1.0360 0.2807 0.1 0.0 0.1
N 2.4967 -0.0360 0.2992 0.2 0.2 -0.3
C 2.8901 1.1858 -0.1654 0.1 0.0 -0.3
C 4.1968 1.4226 -0.6205 -0.1 0.1 0.0
C 4.5332 2.7437 -1.0308 -0.1 0.0 0.1
C 3.6122 3.7450 -0.9455 0.0 -0.1 0.0
C 2.2835 3.5023 -0.4954 0.0 0.0 0.1
C 1.3232 4.5550 -0.2359 -0.1 -0.1 0.0
C 0.0380 4.2436 0.0239 -0.1 0.0 0.0
C -0.3651 2.8124 -0.0751 -0.2 0.1 0.1
N 0.6357 1.8835 0.2856 0.2 -0.3 -0.3
C 1.9223 2.2110 -0.1601 0.0 0.1 -0.1
C -1.0031 5.2209 0.3134 0.0 0.0 0.0
C -1.0028 6.5613 0.0339 -0.1 -0.1 0.0
C -2.1759 7.2168 0.4724 0.0 0.0 0.0
C -3.0486 6.3695 1.0844 0.0 0.0 0.0
S -2.4537 4.7726 1.1360 0.0 0.0 0.0
C 5.0838 0.3331 -0.6356 0.0 0.0 0.0
H 6.6145 -5.4213 -0.0340 0.0 -0.1 0.0
H 8.5058 -3.6357 -0.3501 0.1 0.0 0.0
H 7.5343 -1.2148 -0.4242 0.0 0.1 0.0
H 2.9935 -1.9729 0.6877 0.1 0.0 0.0
H 5.5345 2.9457 -1.3822 0.1 0.0 0.0
H 3.8859 4.7548 -1.2171 0.0 0.1 0.0
H 1.6693 5.5790 -0.2090 0.0 0.1 0.0
H -1.3107 2.5821 0.4123 0.1 0.0 -0.1
H -0.2026 7.0600 -0.4892 0.1 0.0 -0.1
H -2.3661 8.2692 0.3365 0.0 0.1 0.0
H -4.0074 6.6025 1.5136 -0.1 0.0 0.0
H 6.0920 0.4842 -0.9986 0.0 0.0 0.0
N -2.2794 -0.3447 4.0574 0.0 0.0 -0.3
C -2.0010 -0.0909 2.7754 0.0 -0.1 0.2
O -0.7466 0.1740 2.4851 -0.3 0.3 0.1
C -2.9461 -0.1086 1.7560 0.3 0.0 0.3
C -4.3066 -0.3633 2.0513 0.1 0.2 0.0
N -5.3921 -0.5592 2.3742 -0.2 -0.1 0.1
C -2.4913 0.1191 0.4460 -0.3 -0.1 -0.3
N -2.1148 0.2963 -0.6311 0.0 0.1 0.1
H -3.2331 -0.4983 4.3496 0.0 0.0 0.0
H -1.5816 -0.1428 4.7576 0.0 0.0 0.0
C -2.9990 2.9799 -2.1834 0.0 0.0 0.1
Te -0.9658 2.3857 -2.2578 0.1 -0.1 0.0
C -0.6066 4.2583 -3.1744 0.1 0.0 -0.1
C -1.8968 5.0358 -3.1124 0.0 0.0 0.0
C -1.9515 6.3559 -3.5475 0.0 0.0 0.0
C -3.1438 7.0531 -3.5019 0.0 0.0 0.0
C -4.2905 6.4393 -3.0148 0.0 0.0 0.0
C -4.2421 5.1280 -2.5788 0.0 0.0 0.0
C -3.0445 4.4187 -2.6314 0.0 0.0 0.1
H -3.3575 2.8246 -1.1660 0.0 0.0 0.0
H -3.5412 2.3052 -2.8450 0.0 0.0 0.0
H -0.3107 4.0250 -4.2007 0.0 0.1 0.0
H 0.2316 4.7569 -2.6862 0.0 0.0 0.1
H -1.0585 6.8339 -3.9282 0.0 0.0 0.0
H -3.1832 8.0763 -3.8475 0.0 0.0 0.0
H -5.2229 6.9847 -2.9787 0.0 0.0 0.0
H -5.1356 4.6491 -2.2028 -0.1 0.0 0.0
C -5.4290 -4.0431 1.0571 0.0 0.0 0.0
C -4.5519 -3.8256 -0.1664 0.0 0.0 -0.1
C -3.1827 -3.2395 0.1774 0.0 0.0 -0.1
C -2.1689 -4.2908 0.6531 0.0 0.0 -0.1
N -1.5255 -3.9423 1.9193 0.3 0.0 0.2
C -0.5073 -3.0822 2.0645 -0.2 0.2 0.0
Se 0.2315 -2.1667 0.6002 0.4 0.3 0.1
N -0.1517 -3.0238 3.3610 0.0 -0.3 -0.2
C 1.0310 -2.3949 3.9318 0.0 0.2 -0.1
C 2.1002 -3.3640 4.4325 0.0 0.0 0.0
C 2.9520 -4.0514 3.3644 0.0 0.0 0.1
C 2.2114 -5.0473 2.4778 0.0 0.0 0.0
C -0.9849 -3.8733 4.0831 -0.1 0.0 0.0
C -1.0624 -4.1358 5.4467 0.0 -0.1 -0.1
C -2.0260 -5.0407 5.8446 0.0 0.0 0.0
C -2.8745 -5.6652 4.9196 0.0 0.0 0.0
C -2.8052 -5.3931 3.5682 0.1 0.0 0.0
C -1.8460 -4.4686 3.1677 0.0 0.0 0.1
H -6.3586 -4.5428 0.7945 -0.1 0.0 0.0
H -5.6805 -3.0935 1.5314 0.0 0.0 0.0
H -4.9337 -4.6575 1.8087 0.0 -0.1 0.0
H -5.0576 -3.1564 -0.8634 0.0 0.0 0.0
H -4.4163 -4.7666 -0.7068 0.0 0.0 0.0
H -3.2930 -2.4846 0.9606 0.0 -0.1 0.0
H -2.7689 -2.7219 -0.6898 0.0 0.0 0.0
H -1.3700 -4.4325 -0.0763 -0.1 0.0 0.0
H -2.6357 -5.2629 0.8071 -0.1 0.0 0.0
H 0.6893 -1.7494 4.7422 0.0 0.0 0.0
H 1.4557 -1.7475 3.1601 0.0 0.0 0.1
H 1.6499 -4.1175 5.0827 0.0 0.0 0.0
H 2.7513 -2.7654 5.0737 0.1 0.0 0.0
H 3.7550 -4.5783 3.8828 0.0 0.0 0.0
H 3.4488 -3.2927 2.7517 0.0 0.0 0.0
H 1.5519 -5.6848 3.0688 0.0 0.0 0.0
H 2.9144 -5.6990 1.9620 0.0 0.0 0.0
H 1.6172 -4.5579 1.7091 -0.1 0.0 -0.1
H -0.4038 -3.6668 6.1621 0.0 0.0 0.0
H -2.1257 -5.2807 6.8933 0.0 0.0 0.0
H -3.6047 -6.3776 5.2761 0.0 0.0 0.0
H -3.4620 -5.8828 2.8669 0.0 0.0 0.0
Se 2.2943 1.2135 3.1085 0.0 -0.3 -0.2
C 1.4007 1.0485 4.7931 0.0 0.0 0.1
C 1.9876 0.2768 5.7868 -0.1 0.1 0.0
C 1.3258 0.1499 7.0025 0.1 -0.1 0.0
N 0.1647 0.7300 7.2734 -0.1 0.0 0.1
C -0.3589 1.5115 6.3337 -0.1 0.1 -0.1
C 0.2112 1.7056 5.0826 0.0 0.1 0.0
H 2.9330 -0.2220 5.6285 0.0 0.0 0.0
H 1.7550 -0.4550 7.7919 0.0 0.0 0.0
H -1.2860 2.0136 6.5904 0.0 0.0 0.0
H -0.2576 2.3693 4.3653 0.0 -0.1 0.0
```
Positions in Å, forces in eV/Å.

---

Number 1: E_LUMO -2.88 eV. Number 2: E_LUMO 2.47 eV. Number 3: E_LUMO -5.88 eV. Number 4: E_LUMO -5.73 eV. Number 5: E_LUMO -6.28 eV.